This record from OMol25 describes 3 unconnected molecules or ions with the total composition C16H23F6IO6. The level of theory is ωB97M-V/def2-TZVPD.

The HOMO energy is -8.792 eV. The multiplicity is 1. As for the charge: 0. For the energy above the lowest of the compared OMol25 structures with the same formula, charge and spin, the calculation gives 0.0 kcal per mole. For the orbital gap, the calculation gives 9.19 eV. Its SMILES is C=CCC(=O)OC[C@@H](I)CC.CCOC(=O)C(F)(F)F.CCOC(=O)C(F)(F)F. The calculation puts the LUMO energy at 0.4 eV.

The geometry in XYZ format:
```
52
Properties=species:S:1:pos:R:3:forces:R:3
C -1.06574 1.03722 -0.59108 -0.121 0.227 0.012
C -1.79804 1.38532 -1.65392 -0.046 -0.135 -0.005
C -2.13178 0.46237 -2.79836 -1.202 -0.390 0.567
C -1.67196 1.15558 -4.06981 0.031 -0.125 -0.037
O -2.32508 2.02112 -4.57133 0.060 0.214 0.012
O -0.46007 0.84619 -4.60023 -0.281 -0.186 0.103
C 0.01290 -0.50097 -4.59331 0.432 0.128 -0.196
C 1.18352 -0.81600 -3.63678 -0.306 0.063 0.235
I 2.17373 1.00121 -3.05103 0.238 -0.082 -0.084
C 0.82728 -1.58958 -2.36584 -0.319 -0.135 0.015
C -0.07343 -2.82738 -2.59015 0.110 0.208 0.148
H -0.32299 1.73694 -0.22429 -0.852 0.437 1.045
H -1.21488 0.10237 -0.05957 1.004 -0.624 -0.737
H -2.18086 2.39943 -1.73307 1.018 0.362 -0.736
H -1.69770 -0.51940 -2.63531 0.178 0.021 -0.005
H -3.21098 0.32468 -2.91197 -0.011 0.052 -0.118
H -0.81327 -1.19276 -4.44566 -0.020 -0.006 0.110
H 0.38186 -0.65726 -5.60536 -0.076 0.035 -0.073
H 1.93289 -1.36277 -4.20294 0.031 -0.001 -0.015
H 1.74127 -1.91580 -1.87366 0.137 0.175 -0.037
H 0.33487 -0.90855 -1.67323 0.020 0.011 0.044
H -1.00580 -2.71559 -2.03740 -0.073 -0.058 -0.042
H 0.41197 -3.72296 -2.20999 -0.015 -0.082 -0.092
H -0.33006 -2.98963 -3.63596 0.077 -0.110 -0.026
C 2.46881 5.49577 0.64465 -0.017 -0.002 0.251
C 3.04983 4.11139 0.46663 -0.059 0.153 -0.417
O 3.53508 3.58094 1.71952 0.005 -0.062 0.035
C 2.62517 3.02430 2.50132 0.055 0.011 -0.085
O 1.45526 2.91049 2.28696 -0.046 -0.021 0.046
C 3.30314 2.46843 3.77377 -0.016 0.018 0.042
F 4.18335 3.33661 4.27987 0.003 0.004 0.004
F 3.95536 1.33541 3.48032 0.005 -0.004 -0.015
F 2.39538 2.19999 4.70593 -0.015 -0.014 -0.009
H 3.20147 6.15995 1.10359 0.031 0.015 -0.074
H 2.17979 5.90458 -0.32296 0.010 -0.014 -0.013
H 1.58927 5.47034 1.28718 -0.039 -0.028 -0.058
H 3.91908 4.13696 -0.18660 0.091 -0.046 0.122
H 2.32431 3.42274 0.03474 -0.032 -0.049 0.132
C -4.02839 -2.80627 3.62590 0.052 -0.127 -0.183
C -2.63325 -2.60741 4.17262 -0.227 0.191 0.243
O -1.68610 -3.48534 3.52097 0.067 -0.010 -0.003
C -1.22086 -3.07302 2.35626 0.000 -0.002 0.076
O -1.49452 -2.06165 1.78107 -0.005 0.047 -0.113
C -0.18860 -4.08763 1.81497 -0.006 -0.023 -0.020
F -0.61540 -5.34495 1.95517 -0.005 -0.007 -0.008
F 0.96522 -3.95959 2.48090 0.001 0.007 0.012
F 0.04574 -3.86610 0.52395 0.005 0.021 -0.002
H -4.32567 -3.85167 3.71061 -0.021 0.013 0.073
H -4.73586 -2.19369 4.18366 0.010 0.005 0.016
H -4.08033 -2.52437 2.57487 0.003 0.068 0.020
H -2.58295 -2.87477 5.22537 0.075 -0.111 -0.034
H -2.30197 -1.57520 4.06902 0.062 -0.033 -0.126
```
Forces are in eV/Å.

These are the natural (NBO) partial charges, in e, on atoms 1 to 5: -0.408, -0.166, -0.572, 0.815, -0.548